Here is a structure of composition C25H50IrN2O2P2 in a non-equilibrium geometry from OMol25. Energies are from wB97M-V/def2-TZVPD.

XYZ file:
```
82
Properties=species:S:1:pos:R:3:forces:R:3
Ir -0.173 -0.171 -0.116 -0.1 0.4 0.2
P -0.130 2.091 -1.169 0.2 5.1 -2.4
P -0.195 -2.590 0.332 -0.1 -5.3 -0.1
O -3.212 0.451 0.680 4.9 -1.3 -1.8
O 2.969 -0.362 -0.685 -5.4 0.1 0.5
N 0.014 -1.020 3.300 0.1 0.8 0.2
N 0.712 0.773 2.046 0.5 3.5 4.7
C 2.123 3.060 0.290 0.3 0.1 -0.3
C -1.261 3.606 0.945 -0.2 0.1 -0.1
C -0.969 -2.069 -2.192 -0.2 -0.3 -0.4
C 0.889 2.089 2.589 1.2 -4.9 0.9
C -2.121 0.177 0.363 -6.1 1.6 2.7
C -1.886 1.489 -3.263 0.0 0.2 0.3
C 1.263 0.381 4.526 0.5 -0.4 0.8
C 1.325 -3.398 1.056 0.8 0.9 0.1
C 1.814 -0.315 -0.507 7.1 -0.2 -0.4
C 1.548 2.928 -1.127 0.5 -1.0 0.6
C 1.689 1.626 4.796 0.7 0.0 1.9
C 1.682 4.254 -1.889 -0.6 0.3 -0.3
C -0.489 2.073 -3.009 -0.4 -1.8 -1.2
C -1.713 4.543 -1.359 0.4 0.2 -0.6
C -0.290 -3.227 -1.438 0.4 1.1 -0.6
C -1.448 3.270 -0.542 -0.4 -0.9 1.0
C 0.738 0.044 3.240 -0.5 0.2 0.8
C -2.940 -3.243 0.391 0.1 -0.1 -0.1
C -1.789 -2.869 2.602 -0.4 -0.5 0.0
C 1.074 -3.533 -2.067 0.0 0.0 0.3
C 1.827 -2.678 2.315 0.4 -0.5 -0.2
C 1.417 2.515 3.828 0.0 0.7 -0.5
C -1.636 -3.424 1.179 -0.8 0.9 0.3
C 0.589 1.292 -3.773 0.2 0.2 0.3
C 1.196 -4.911 1.274 -0.7 -0.2 -0.1
H 1.919 -1.603 2.144 0.5 -0.3 -0.1
H -2.897 -3.713 -0.596 -0.1 0.1 0.2
H -0.362 -1.204 -5.786 0.0 0.0 0.0
H 2.156 2.175 -1.647 0.0 0.1 0.0
H 0.703 2.937 2.147 -1.4 3.3 -3.7
H -2.185 4.043 1.340 0.2 -0.1 -0.1
H -0.882 5.250 -1.291 -0.2 -0.1 0.0
H 1.195 5.071 -1.349 0.1 -0.1 -0.1
H -1.899 4.336 -2.416 -0.1 0.1 0.2
H 3.184 3.326 0.227 -0.2 0.0 0.0
H -0.156 -1.245 2.347 -1.4 -1.5 0.0
H 0.945 -3.762 -3.132 -0.1 0.1 0.2
H -2.341 2.635 -0.617 -0.1 0.1 0.0
H -0.922 -3.098 3.228 -0.3 -0.3 -0.1
H 0.531 -5.133 2.114 0.1 0.0 -0.1
H -0.337 -1.144 -2.115 -0.1 -0.1 -0.2
H -1.907 -1.781 2.576 -0.6 -0.4 0.0
H -0.920 -4.124 -1.494 -0.1 0.2 0.5
H 1.262 4.212 -2.898 0.1 0.0 0.1
H -2.675 -3.303 3.079 0.2 0.1 -0.1
H 2.069 -3.216 0.270 0.0 0.0 0.1
H -0.461 4.339 1.085 -0.1 0.0 0.0
H 0.715 0.285 -3.360 0.0 0.0 -0.2
H -3.178 -2.183 0.265 -0.2 -0.1 0.0
H 2.033 2.128 0.850 0.5 0.2 -0.5
H -1.021 2.719 1.534 -0.5 0.1 -0.1
H 1.155 -2.827 3.165 0.4 -0.3 -0.2
H 1.615 3.846 0.856 0.2 0.1 -0.3
H 0.304 1.193 -4.827 0.0 0.1 0.2
H -2.604 5.044 -0.959 0.1 -0.3 0.1
H -2.083 1.436 -4.341 0.1 0.0 0.2
H -0.229 -1.493 4.189 0.2 0.1 -1.2
H 1.561 1.790 -3.732 -0.1 -0.1 -0.1
H -1.979 -1.864 -1.835 0.0 0.0 -0.1
H -0.478 3.110 -3.363 0.2 0.3 0.7
H 1.560 -4.393 -1.598 0.0 0.1 -0.1
H 0.807 -5.427 0.389 0.1 0.0 0.2
H 2.745 4.512 -1.981 -0.1 -0.2 0.1
H -2.673 2.095 -2.805 0.0 -0.1 -0.2
H -0.369 -1.921 -5.589 0.0 0.0 0.0
H 1.747 -2.673 -1.988 0.0 -0.1 -0.2
H -1.013 -2.246 -3.275 0.0 0.0 0.1
H -3.765 -3.706 0.944 0.2 0.1 -0.1
H 1.575 3.569 4.034 -0.2 0.1 -0.5
H 2.811 -3.073 2.593 -0.2 0.1 -0.1
H -1.967 0.477 -2.852 0.0 0.0 -0.2
H 2.063 1.920 5.769 0.2 -0.1 0.0
H 1.255 -0.326 5.350 -0.1 -0.4 -0.4
H 2.178 -5.339 1.509 -0.1 0.2 -0.1
H -1.404 -4.496 1.225 0.4 0.2 -0.2
```
Positions in Å, forces in eV/Å.

Values from the calculation:
Frontier orbital gap (spin up / spin down) in eV: 5.4 / 4.5
Spin multiplicity: 6
Largest force on an atom in Eh/bohr: 0.139
LUMO level (spin up / spin down) in eV: -13.00 / -17.43
Electronic energy in hartree: -2027.7121
HOMO energy (spin up / spin down) in Eh: -0.6775 / -0.8057
Total charge: +4
Energy relative to the best compared isomer or geometry (same formula, charge and spin) in eV: 3.326

Here is a cluster of 11 separate species, C48H117N6O26P5 in total in a non-equilibrium geometry from OMol25. Energies are from wB97M-V/def2-TZVPD.

XYZ file:
```
202
Properties=species:S:1:pos:R:3:forces:R:3
P 8.365 -3.229 -18.936 -1.1 -0.9 -0.8
P 14.016 2.683 -14.476 0.1 0.5 -2.0
P 2.985 -4.679 -27.432 2.0 -0.3 -0.2
P 9.092 -2.797 -26.895 0.2 -0.8 1.3
P 13.584 -8.006 -17.556 -0.1 -1.7 -0.5
O 4.451 -4.295 -28.002 -2.2 -0.3 0.2
O 12.094 -8.239 -17.416 2.0 0.6 0.0
O 2.647 -6.086 -28.232 -1.2 1.4 1.3
O 9.350 -4.521 -19.181 -2.0 0.8 1.4
O 13.464 1.250 -14.059 -0.7 2.6 -0.9
O 10.466 -2.499 -26.012 -1.8 -0.9 -3.5
O 6.417 1.403 -16.375 1.6 -2.9 0.6
O 14.368 4.162 -22.292 -0.3 1.3 -1.0
O 8.054 -1.652 -26.398 1.4 -0.4 -0.7
O 14.056 -6.498 -17.391 -0.6 -0.9 1.0
O 9.341 -1.965 -19.048 -2.2 -1.5 -0.6
O 9.141 1.978 -19.252 -0.3 -0.2 0.0
O 15.002 2.556 -15.598 -1.1 0.6 1.5
O 5.897 -8.271 -20.747 -1.1 1.9 1.6
O 14.196 -8.336 -19.033 1.0 -0.4 2.7
O 2.120 -3.480 -27.451 0.2 -1.6 -0.2
O 12.665 3.606 -14.846 2.3 -0.4 1.3
O 7.508 -3.274 -20.341 1.9 2.0 1.4
O 8.542 -4.173 -26.630 0.9 2.1 -1.1
O 14.597 3.242 -13.073 -1.7 -0.8 -0.9
O 14.504 -8.878 -16.494 -1.6 0.5 -5.6
O 7.487 -3.277 -17.720 1.8 -0.6 -1.7
O 3.345 -5.173 -25.907 -0.9 0.0 -1.7
O 9.611 -2.369 -28.385 0.2 -1.7 1.8
O 13.831 -4.522 -20.432 -2.8 -0.5 2.9
O 8.677 -9.973 -16.225 0.6 2.3 -0.3
N 8.634 -7.657 -16.444 -3.1 3.0 -1.4
N 7.275 0.951 -20.060 1.0 0.1 -1.8
N 14.822 -4.772 -22.428 -0.1 -0.4 -1.3
N 12.385 3.207 -22.250 -2.8 -1.4 -0.7
N 7.368 -9.292 -22.060 1.8 0.0 -1.4
N 6.095 -0.696 -15.537 0.4 -1.8 -0.5
C 6.847 -4.419 -20.798 -1.8 -1.5 0.0
C 6.648 -1.853 -26.175 -0.5 -1.3 -1.5
C 13.535 -9.055 -21.304 0.1 0.8 1.9
C 2.350 -4.768 -24.969 -0.3 -0.1 1.6
C 14.692 -4.206 -21.163 2.3 -0.2 -4.1
C 1.408 -6.806 -27.794 -0.2 0.8 -0.1
C 11.361 -0.929 -19.041 0.3 0.8 1.0
C 0.233 -6.636 -28.747 0.4 -0.4 -1.4
C 13.111 -5.458 -17.347 0.1 3.3 -0.4
C 13.683 -5.505 -23.065 0.3 0.3 1.1
C 5.603 -5.104 -28.107 1.8 0.5 -0.5
C 15.811 -4.194 -23.375 -0.6 0.6 0.8
C 12.667 2.195 -21.205 1.2 1.5 -0.5
C 10.174 -4.559 -20.352 0.0 -1.3 0.0
C 6.704 -9.136 -20.861 0.8 -2.0 -2.7
C 4.616 -0.653 -15.556 0.4 -1.2 0.5
C 14.249 0.212 -13.576 -0.5 -1.5 1.4
C 7.963 0.100 -21.153 -0.8 0.8 1.0
C 10.399 -1.755 -24.837 3.1 3.0 -3.2
C 5.360 -4.045 -21.156 1.4 0.3 0.1
C 15.317 -7.664 -14.792 0.0 1.2 1.5
C 7.922 1.833 -19.293 1.5 0.8 -0.2
C 6.014 -0.493 -26.203 0.2 0.0 1.0
C 15.483 4.337 -13.086 1.3 1.2 -1.2
C 11.564 2.055 -16.148 -0.6 -1.6 -1.3
C 6.775 -2.007 -15.262 -0.2 0.4 1.9
C 12.690 -4.803 -16.019 0.3 -1.1 0.6
C 2.553 -5.596 -23.666 0.2 0.4 -0.8
C 7.457 -7.426 -17.279 0.0 -0.9 -0.3
C 9.440 -2.241 -23.980 -2.1 -1.7 5.2
C 7.151 -8.329 -23.117 -0.5 0.5 -0.1
C 14.896 5.632 -13.607 -0.5 0.8 0.6
C 6.874 0.269 -16.046 -2.1 2.9 -0.9
C 11.882 3.512 -16.073 0.3 -0.8 0.8
C 10.989 3.062 -22.792 1.4 0.5 0.7
C 13.461 -7.948 -20.175 -2.0 -1.1 -0.7
C 9.070 -6.313 -15.953 2.1 -1.4 1.0
C 7.766 -10.607 -22.625 0.2 0.0 2.3
C 14.306 -8.671 -15.153 0.5 0.0 1.3
C 14.125 -0.971 -14.520 -0.4 -0.3 0.4
C 13.217 4.154 -22.713 1.0 -1.8 1.5
C 5.558 -6.188 -29.140 -0.7 -2.0 0.0
C 10.451 -6.067 -20.654 1.0 2.0 0.6
C 9.098 -1.736 -30.765 1.6 -1.3 0.7
C 8.654 -1.924 -29.319 -1.6 2.4 -0.7
C 5.878 0.791 -19.783 -0.9 -2.1 -0.7
C 9.182 -8.865 -16.068 0.5 -1.1 1.4
C 10.513 -1.914 -18.229 1.4 0.5 -1.0
H 7.773 -6.610 -17.930 0.0 -0.3 -0.7
H 9.255 -5.594 -16.751 -0.6 -0.2 -0.3
H 11.048 -5.999 -21.563 -0.1 -0.6 -0.1
H 5.396 1.484 -19.094 0.7 0.0 0.2
H 12.175 2.641 -20.341 0.1 -1.0 0.5
H 4.994 -5.930 -30.037 -0.2 0.1 0.2
H 10.049 -8.556 -15.464 0.3 -1.2 -0.1
H 6.188 -8.640 -23.522 -0.1 0.8 -0.7
H 9.581 -3.316 -23.873 -0.6 -0.2 -0.1
H 6.473 -6.662 -29.495 0.8 1.1 0.2
H 13.489 -10.031 -20.820 0.0 0.0 0.2
H 6.898 -9.960 -20.157 0.1 0.1 0.3
H 15.287 0.399 -13.303 0.1 0.7 -0.6
H 0.540 -7.263 -29.585 -0.4 0.2 -0.5
H 16.199 -4.777 -24.210 -0.4 -0.9 0.5
H 5.354 -3.530 -22.118 0.0 0.0 -0.1
H 7.910 -0.092 -16.143 0.1 0.7 -0.1
H 14.607 -1.867 -14.128 0.8 0.3 -0.2
H 7.171 -7.280 -22.823 -0.6 -0.2 0.5
H 6.457 -2.474 -25.300 0.3 0.5 0.6
H 9.187 -2.689 -31.286 -0.3 0.0 -0.2
H 10.229 -1.557 -17.239 0.2 0.0 0.0
H 4.341 -1.672 -15.284 -0.2 0.0 0.0
H 5.043 -3.305 -20.421 -0.2 -0.2 0.1
H 7.886 -0.960 -20.908 -0.1 0.2 0.0
H 13.343 -8.200 -14.959 -0.5 -0.8 0.3
H 15.326 -3.346 -23.859 0.3 0.4 0.0
H 11.085 -6.438 -19.848 -0.2 -0.3 -0.1
H 10.228 3.389 -22.083 0.1 -0.4 0.4
H 6.333 -2.938 -15.618 -0.2 0.6 -0.8
H 8.775 -10.796 -22.989 0.5 1.1 0.4
H 13.433 -4.383 -15.341 0.7 -0.3 -0.4
H 12.629 -8.990 -21.906 0.4 0.3 -0.5
H 14.438 -0.656 -15.516 0.3 -0.3 0.0
H 8.400 -1.927 -24.074 0.2 -0.3 -0.5
H 9.548 -6.667 -20.767 0.0 0.2 -0.1
H 14.100 5.465 -14.332 0.2 0.1 -0.1
H 10.831 3.734 -23.636 0.3 -0.5 -0.4
H 13.744 2.086 -21.077 0.1 0.8 0.3
H 7.852 -2.001 -15.427 -0.2 0.3 -1.0
H 15.904 4.506 -12.095 -0.2 -0.5 0.0
H 6.276 0.088 -27.087 0.1 -0.2 0.0
H 12.435 1.163 -21.470 -1.1 0.3 -0.2
H 10.989 -2.893 -18.201 -0.1 -0.1 0.3
H 7.698 -2.446 -29.292 0.1 -0.3 0.4
H 7.681 -11.118 -21.665 -0.1 -1.6 -0.7
H 4.660 -4.876 -21.228 0.3 -0.1 0.3
H 5.167 -7.102 -28.693 -1.0 0.1 -0.1
H 14.992 -6.782 -15.343 1.0 0.2 -0.1
H 13.730 0.093 -12.625 0.4 -1.1 0.3
H 7.933 -8.338 -23.877 0.0 -0.7 0.0
H 12.425 3.879 -16.944 0.3 -0.1 0.2
H 6.260 -2.517 -26.948 0.0 0.2 -0.4
H 6.360 -4.407 -28.468 0.1 0.2 0.3
H 6.909 -5.214 -20.054 -0.5 0.1 0.5
H 10.032 -6.444 -15.457 0.2 -0.1 -0.1
H 3.472 -5.271 -23.178 -0.2 0.2 0.3
H 2.434 -3.686 -24.863 0.3 0.0 0.6
H 6.449 -0.042 -25.311 -0.2 0.8 -0.1
H 12.686 4.765 -23.458 0.7 0.5 -0.1
H 11.610 -1.265 -20.048 -0.7 -0.2 -0.1
H 6.600 -6.958 -16.796 0.2 0.1 1.0
H 13.110 -1.364 -14.594 -0.5 0.6 -0.1
H 10.765 -0.017 -18.994 0.0 0.2 -0.8
H 11.009 -3.938 -20.026 0.7 -0.5 -0.9
H 14.498 6.248 -12.800 -0.4 -0.2 0.1
H 15.668 6.283 -14.018 0.1 -0.3 -0.3
H 5.838 -0.241 -19.432 -0.7 -0.1 0.8
H 11.436 1.547 -15.192 -0.1 0.6 0.1
H 7.254 2.505 -18.732 0.0 -0.3 0.2
H 10.127 -1.389 -30.670 0.1 0.4 -0.4
H 12.455 -7.915 -19.757 -0.5 -0.2 -0.8
H 13.046 -5.912 -22.279 0.3 0.0 0.0
H 13.633 -4.667 -17.885 -0.2 0.0 -0.3
H -0.023 -5.659 -29.155 0.6 0.3 0.4
H 1.317 -4.838 -25.311 0.0 -0.6 -0.4
H 1.098 -6.485 -26.800 0.5 -0.1 0.2
H 10.238 -0.697 -25.042 -0.2 0.3 -0.4
H 8.433 -5.947 -15.148 -0.6 -0.1 -0.4
H 16.670 -3.902 -22.771 0.0 0.3 -0.2
H 16.339 -8.007 -14.951 -0.1 0.3 -0.2
H 13.021 -4.865 -23.648 0.3 0.4 -0.2
H 8.510 -0.892 -28.998 -0.8 0.1 0.1
H 14.539 -9.637 -14.705 -0.8 0.1 0.4
H -0.730 -7.043 -28.439 0.3 -0.2 0.7
H 13.622 -6.926 -20.518 0.9 -0.1 0.1
H 6.815 -2.169 -14.185 -0.5 0.2 0.5
H 7.355 -4.914 -21.625 0.2 0.7 -0.5
H 7.030 -8.320 -17.734 0.6 0.0 -0.3
H 1.679 -5.575 -23.015 0.2 0.5 0.1
H 4.151 -0.032 -14.791 0.4 0.4 -0.2
H 12.382 1.528 -16.639 0.3 0.0 0.0
H 9.740 -1.855 -23.005 -0.2 0.1 0.6
H 4.152 -0.495 -16.530 0.5 0.5 -0.1
H 9.714 -4.161 -21.257 -0.4 0.5 0.4
H 5.945 -5.430 -27.125 -0.2 -0.2 0.0
H 5.222 0.723 -20.650 0.3 0.5 -0.6
H 12.193 -5.623 -17.910 0.1 -0.7 -0.1
H 16.275 4.112 -13.800 0.3 -0.4 0.3
H 11.452 -1.750 -24.553 -0.1 -0.4 0.9
H 1.660 -7.866 -27.824 0.3 0.2 0.4
H 10.693 1.775 -16.740 -0.2 0.5 -0.2
H 10.934 1.992 -22.992 -0.7 0.2 -0.5
H 11.000 4.143 -15.957 0.2 0.0 0.4
H 4.931 -0.503 -26.080 0.1 -0.2 -0.1
H 12.196 -5.571 -15.422 -0.5 0.2 0.2
H 14.505 -9.026 -21.801 -0.4 0.2 -0.5
H 12.332 -0.613 -18.659 0.0 -0.4 0.7
H 2.723 -6.655 -23.859 -0.1 0.0 -0.5
H 12.058 -3.938 -16.218 -0.4 -0.3 -0.2
H 15.161 -7.398 -13.747 0.4 0.0 0.3
H 15.476 -3.457 -20.976 0.1 -0.1 0.3
H 14.011 -6.331 -23.697 0.3 0.2 0.1
H 7.203 -10.994 -23.474 -1.0 0.3 0.5
H 7.537 0.290 -22.138 -0.7 0.0 0.2
H 8.502 -1.022 -31.332 -0.1 -0.1 0.3
H 9.008 0.343 -21.341 0.0 0.3 1.0
```
Positions in Å, forces in eV/Å.

Values from the calculation:
Frontier orbital gap (spin up / spin down) in eV: 7.3 / 2.3
Spin multiplicity: 2
Largest force on an atom in Eh/bohr: 0.114
LUMO level (spin up / spin down) in eV: -2.97 / -7.94
Electronic energy in hartree: -5890.5864
HOMO energy (spin up / spin down) in Eh: -0.3758 / -0.3758
Total charge: +1